[1]
A molecular structure, C11H19N3S4Sc, computed with ωB97M-V/def2-TZVPD.

ORCA input file:
```
! wB97M-V def2-TZVPD RIJCOSX def2/J DEFGRID3
* xyz 1 1
Sc -0.12726 -0.10029 0.00720
C 0.70195 1.72777 1.83762
C -0.65318 1.50299 2.11874
C -1.08965 0.23433 2.48153
C -0.17590 -0.82638 2.56036
C 1.16919 -0.60282 2.28560
C 1.60908 0.67985 1.92928
H 1.02739 2.70390 1.50532
H -1.35986 2.31530 2.01855
H -2.13686 0.06112 2.68833
H -0.51654 -1.81970 2.82257
H 1.87674 -1.42041 2.30880
H 2.64792 0.83116 1.67046
S 2.06595 -0.65847 -0.99642
S 1.60231 1.30290 -1.58370
S -0.21821 1.22653 -2.52711
S -1.55785 1.62330 -0.95435
C -2.97206 -4.02008 -2.92745
N -2.07201 -2.88967 -2.70869
C -0.88097 -2.92851 -3.54637
C -2.03906 -2.22071 -1.53638
N -0.90413 -1.79510 -1.00894
N -3.21464 -1.92220 -0.93256
C -4.43263 -1.64944 -1.68084
C -3.23444 -1.55885 0.46588
H -2.40371 -4.95056 -2.85770
H -3.41817 -3.95663 -3.91927
H -3.76037 -4.04281 -2.18484
H -0.20083 -3.73275 -3.24795
H -0.36009 -1.97374 -3.50759
H -1.19385 -3.10963 -4.57324
H -0.07513 -2.23799 -1.39444
H -5.20647 -2.39429 -1.48556
H -4.21373 -1.62555 -2.74413
H -4.81080 -0.66937 -1.38648
H -3.06674 -0.48227 0.60144
H -2.48459 -2.13598 1.00718
H -4.21420 -1.79614 0.88045
*
```

Computed properties:
**HOMO-LUMO gap**: 7.5 eV
**E_tot**: -80225.447 eV

Atom charges from the Mulliken analysis, given in e for atoms 1 to 2: 0.41, -0.34

---

[2]
A molecular structure, C21H33CoN4O10S at a distorted geometry, computed with ωB97M-V/def2-TZVPD.

ORCA input file:
```
! wB97M-V def2-TZVPD RIJCOSX def2/J DEFGRID3
* xyz 2 1
Co 0.03648 -0.34336 0.64243
C -1.87135 -4.10068 3.56611
N -1.47204 -3.62397 2.23872
C -2.08964 -4.31113 1.10044
C -0.66880 -2.60765 2.06143
O -0.28022 -2.23562 0.91775
C -0.16860 -1.82850 3.26141
O 0.46075 -0.64603 2.78135
C 1.84014 -0.45155 3.06160
C 2.61125 -0.51749 1.75886
O 1.96082 -0.55967 0.68148
N 3.92158 -0.51339 1.77799
C 4.69142 -0.61732 0.53400
C 4.71396 -0.42673 3.00639
H -2.02641 -5.17486 3.51216
H -2.80477 -3.63002 3.87706
H -1.10241 -3.90822 4.30922
H -1.74794 -5.34428 1.06227
H -1.82599 -3.80591 0.17918
H -3.17097 -4.29728 1.23061
H 0.52759 -2.42941 3.84815
H -1.00586 -1.53588 3.89547
H 2.20322 -1.19454 3.77083
H 1.95450 0.54129 3.50032
H 4.04488 -0.93796 -0.27484
H 5.48708 -1.34604 0.67702
H 5.13292 0.34869 0.28990
H 4.14656 0.00493 3.82555
H 5.57025 0.21630 2.81595
H 5.08016 -1.41229 3.29537
C 3.60663 -0.91211 -3.87288
C 2.91787 0.33163 -3.31524
C 1.39579 0.22170 -3.30700
S 0.85602 -1.15643 -2.24906
O -0.05616 -0.46979 -1.20317
C -0.32079 -2.06162 -3.29332
C -1.70959 -1.44041 -3.38645
C -1.79940 -0.17544 -4.23431
H 4.68687 -0.78024 -3.89066
H 3.28364 -1.10914 -4.89701
H 3.39263 -1.79930 -3.27151
H 3.17299 1.19184 -3.93593
H 3.27558 0.55234 -2.30581
H 1.00666 0.05577 -4.31051
H 0.91818 1.09916 -2.87100
H -0.36244 -3.05410 -2.84301
H 0.17808 -2.14831 -4.26150
H -2.07659 -1.24145 -2.37882
H -2.35604 -2.21091 -3.81047
H -1.32726 0.68081 -3.75082
H -2.84353 0.08549 -4.39983
H -1.34323 -0.32094 -5.21561
O -1.72620 0.45744 1.08673
C -1.18544 1.59975 0.95945
O 0.08311 1.60194 0.84813
C -1.97270 2.84126 0.80596
C -1.84716 3.50624 -0.40726
C -2.60618 4.63594 -0.62499
C -3.46021 5.14641 0.33284
C -3.53898 4.46938 1.53381
C -2.82655 3.31609 1.79068
N -4.43821 4.99181 2.59180
O -5.08123 5.97732 2.32527
O -4.45268 4.38308 3.64016
N -2.50161 5.30822 -1.93943
O -3.09075 6.35161 -2.07167
O -1.82948 4.75056 -2.78437
H -1.17903 3.15813 -1.18202
H -4.04606 6.03652 0.15182
H -2.94511 2.81833 2.74285
*
```

Computed properties:
**HOMO-LUMO gap (spin up / spin down)**: 7.7 / 7.6 eV
**E_tot**: -97190.394 eV

Atom charges from the Mulliken analysis, given in e for atoms 1 to 2: 0.46, -0.96

---

[3]
A gas-phase ion, C2H4NO2 (charge -1) at a distorted geometry, computed with ωB97M-V/def2-TZVPD.

ORCA input file:
```
! wB97M-V def2-TZVPD RIJCOSX def2/J DEFGRID3
* xyz -1 1
N 0.76955 0.30465 -1.20948
C -0.28268 0.33100 -0.07476
C -0.12001 -0.49730 1.20195
O -1.19341 -0.88755 1.71053
O 0.98371 -0.37855 1.79031
H 1.31082 -0.50110 -0.89885
H 0.27068 0.11042 -2.06696
H -0.51555 1.40745 0.16340
H -1.22311 0.11097 -0.61614
*
```

Computed properties:
**HOMO-LUMO gap**: 8.5 eV
**E_tot**: -7724.758 eV
**Structure (SMILES)**: NCC(=O)[O-]

Atom charges from the Mulliken analysis, given in e for atoms 1 to 2: -0.60, -0.36

---

[4]
2 unconnected molecules or ions with the total composition C5H15NO2 at a distorted geometry, computed with ωB97M-V/def2-TZVPD.

ORCA input file:
```
! wB97M-V def2-TZVPD RIJCOSX def2/J DEFGRID3
* xyz 0 1
C -1.14127 -1.51304 -1.05228
C -0.24535 -0.37008 -0.54807
C 1.26017 -0.70848 -0.75319
O 1.91375 0.04713 -1.76869
N -0.37705 -0.09673 0.89351
C -1.45508 0.78125 1.41285
C -0.41508 -1.31748 1.73616
H -2.19251 -1.62895 -0.77263
H -0.67753 -2.45640 -0.83093
H -1.21642 -1.38717 -2.14976
H -0.40200 0.63950 -0.98366
H 1.54973 -1.70660 -1.04403
H 1.72665 -0.29077 0.22690
H 1.46099 0.88723 -1.89802
H -1.73882 1.71806 0.92258
H -1.18567 0.98208 2.46101
H -2.37914 0.22153 1.49277
H 0.15944 -1.97807 1.14049
H 0.07113 -1.07786 2.68455
H -1.37812 -1.77094 1.94819
O 0.48122 2.79848 -0.04412
H 1.22079 3.24010 0.37457
H 0.56540 1.84212 -0.01520
*
```

Computed properties:
**HOMO-LUMO gap**: 9.5 eV
**E_tot**: -11011.610 eV
**Structure (SMILES)**: C[C@H](CO)N(C)C.O

Atom charges from the Mulliken analysis, given in e for atoms 1 to 2: -1.59, -0.23

---

[5]
A molecular structure, C9H30AlN7O6 at a distorted geometry, computed with ωB97M-V/def2-TZVPD.

ORCA input file:
```
! wB97M-V def2-TZVPD RIJCOSX def2/J DEFGRID3
* xyz 2 1
Al 18.22281 -23.94198 -25.35349
O 20.69785 -24.21336 -24.36421
H 20.97910 -24.89412 -23.74012
C 25.37388 -23.97374 -23.37990
C 24.02019 -23.42538 -23.77203
O 23.34002 -24.43773 -24.53859
H 26.04838 -23.25704 -22.92289
H 25.82968 -24.48578 -24.22439
H 25.15277 -24.73922 -22.63021
H 24.07450 -22.56460 -24.44859
H 23.41802 -23.24169 -22.87446
H 22.38506 -24.20579 -24.59617
C 20.34222 -25.37501 -19.79109
O 20.94918 -26.03828 -18.98903
N 19.16228 -24.71111 -19.54110
N 20.70196 -25.25123 -21.12047
H 18.62616 -24.32050 -20.29521
H 18.94447 -24.71996 -18.55601
H 21.61125 -25.58122 -21.41430
H 20.35846 -24.61541 -21.82103
C 19.22125 -22.41104 -21.75890
O 18.50317 -23.27352 -22.29931
N 20.54737 -22.24660 -22.10144
N 18.80897 -21.67345 -20.70367
H 20.89575 -21.30650 -21.98058
H 20.80902 -22.75292 -22.94656
H 19.48393 -21.19985 -20.12731
H 17.85912 -21.69205 -20.37626
C 19.69197 -27.50904 -25.26911
O 18.90963 -26.58347 -25.61586
N 21.03525 -27.29996 -25.10042
N 19.26607 -28.79821 -25.19227
H 21.36502 -26.36005 -25.00334
H 21.61865 -28.09472 -24.90959
H 18.28229 -28.97887 -25.29094
H 19.81585 -29.48919 -24.71220
C 22.05403 -21.73321 -27.24885
C 20.71406 -22.50924 -27.44399
C 20.83161 -24.01359 -27.60862
O 19.57055 -24.52891 -27.81424
C 19.14434 -24.67556 -29.18697
N 19.96461 -22.31745 -26.14652
H 22.55749 -22.08453 -26.34686
H 21.76999 -20.69168 -27.31608
H 22.73852 -22.08790 -28.02675
H 20.00110 -21.97074 -28.07050
H 21.13699 -24.40738 -26.63159
H 21.58638 -24.27679 -28.35366
H 19.71316 -25.47233 -29.66120
H 19.27090 -23.72563 -29.71354
H 18.07398 -24.85134 -29.14803
H 20.42298 -22.83215 -25.38414
H 20.03892 -21.35880 -25.79516
*
```

Computed properties:
**HOMO-LUMO gap**: 2.5 eV
**E_tot**: -39113.752 eV

Atom charges from the Mulliken analysis, given in e for atoms 1 to 2: 1.27, -0.81

---

Among the records above, which one has the lowest E_tot?
C21H33CoN4O10S

---

Which of these has the highest E_tot?
C2H4NO2

---

Among the records above, which one has the lowest E_tot?
C21H33CoN4O10S

---

Look up the E_tot of the first one.
-80225.447 eV